Entry a
The following is a quantum chemistry calculation of 2 unconnected molecules or ions with the total composition C2H3N2O, from the Open Molecules 2025 dataset.

**Molecular weight**: 71.059 g mol⁻¹
**Total charge**: +1

Positions of all 8 atoms, in Å:
C 1.537 0.757 -0.416
C 0.738 -0.335 -0.127
N -3.664 0.075 1.067
N -2.598 0.233 0.489
O 2.364 1.485 -0.636
H -0.346 -0.288 0.103
H 1.215 -0.984 0.577
H 0.753 -0.942 -1.057

=====

Entry b
The following is a quantum chemistry calculation of a gas-phase ion, C2H3N2O (charge +1), from the Open Molecules 2025 dataset.

**Molecular weight**: 71.059 g mol⁻¹
**Total charge**: +1

Positions of all 8 atoms, in Å:
C -0.919 -0.553 0.027
C -1.618 0.486 0.060
N 0.346 -1.050 0.280
N 1.810 0.738 -0.167
O 1.459 -0.443 0.224
H -2.422 1.217 0.090
H -1.394 -1.445 -0.383
H 2.738 1.049 -0.131

=====

Short version: entry a is the most stable of them.

=====

Entry a
The following is a quantum chemistry calculation of C5H5ClF2 in the gas phase, from the Open Molecules 2025 dataset.

**SMILES string**: F[C@H]1C=C[C@](F)(Cl)C1
**Molecular weight**: 138.544 g mol⁻¹

Positions of all 13 atoms, in Å:
C -1.132 -0.509 -0.227
C -0.068 -0.640 0.910
C 1.138 0.181 0.399
C 0.556 1.085 -0.613
C -0.728 0.745 -0.868
H -0.930 -1.325 -0.877
H -0.513 -0.271 1.831
H 0.161 -1.745 0.976
H 1.150 1.892 -1.088
H -1.305 1.268 -1.679
F -2.405 -0.583 0.373
F 1.768 0.836 1.307
Cl 2.307 -0.934 -0.445

=====

Entry b
The following is a quantum chemistry calculation of a molecular structure, C5H5ClF2, from the Open Molecules 2025 dataset.

**Molecular weight**: 138.544 g mol⁻¹

Positions of all 13 atoms, in Å:
C -1.642 -0.363 -0.340
C -0.261 -1.000 0.440
C 0.675 0.121 0.199
C -0.028 1.319 -0.451
C -1.470 1.170 -0.564
H -1.695 -0.951 -1.387
H -0.608 -1.372 1.594
H 0.339 -2.054 -0.197
H 0.796 2.178 -0.840
H -2.240 1.724 -1.055
F -2.779 -0.621 0.263
F 1.063 0.807 1.418
Cl 2.071 -0.510 -0.526

=====

Short version: entry a is the most stable of them.